{
  "formula": "C79H168BN3O8P3",
  "method": "ωB97M-V/def2-TZVPD",
  "species": ["O", "C", "O", "B", "O", "C", "O", "O", "C", "O", "C", "O", "O", "C", "C", "C", "C", "N", "C", "C", "C", "C", "C", "H", "H", "H", "H", "H", "H", "H", "H", "H", "H", "H", "H", "H", "H", "H", "H", "H", "H", "H", "H", "C", "C", "C", "C", "N", "C", "C", "C", "C", "C", "H", "H", "H", "H", "H", "H", "H", "H", "H", "H", "H", "H", "H", "H", "H", "H", "H", "H", "H", "H", "C", "C", "C", "C", "N", "C", "C", "C", "C", "C", "H", "H", "H", "H", "H", "H", "H", "H", "H", "H", "H", "H", "H", "H", "H", "H", "H", "H", "H", "H", "C", "C", "C", "C", "P", "C", "C", "C", "C", "C", "C", "C", "C", "C", "C", "C", "C", "H", "H", "H", "H", "H", "H", "H", "H", "H", "H", "H", "H", "H", "H", "H", "H", "H", "H", "H", "H", "H", "H", "H", "H", "H", "H", "H", "H", "H", "H", "H", "H", "H", "H", "H", "H", "C", "C", "C", "C", "P", "C", "C", "C", "C", "C", "C", "C", "C", "C", "C", "C", "C", "H", "H", "H", "H", "H", "H", "H", "H", "H", "H", "H", "H", "H", "H", "H", "H", "H", "H", "H", "H", "H", "H", "H", "H", "H", "H", "H", "H", "H", "H", "H", "H", "H", "H", "H", "H", "C", "C", "C", "C", "P", "C", "C", "C", "C", "C", "C", "C", "C", "C", "C", "C", "C", "H", "H", "H", "H", "H", "H", "H", "H", "H", "H", "H", "H", "H", "H", "H", "H", "H", "H", "H", "H", "H", "H", "H", "H", "H", "H", "H", "H", "H", "H", "H", "H", "H", "H", "H", "H"],
  "xyz": [[-0.40966, -1.09670, 0.95363], [-0.45358, 0.00035, 1.49994], [0.32300, 1.08436, 1.23770], [-0.22197, 2.24019, 1.97608], [-1.22009, 1.69289, 2.85358], [-1.35356, 0.37409, 2.61666], [-2.03365, -0.45500, 3.24831], [-0.68429, 3.35439, 1.12721], [0.09769, 4.36469, 1.37994], [0.06151, 5.46043, 0.80523], [1.04355, 3.99679, 2.46980], [0.82436, 2.81395, 2.77623], [1.75558, 4.77119, 3.09748], [5.08941, -4.32436, 1.26549], [5.07027, -5.82776, 1.56095], [6.46745, -6.47315, 1.21402], [6.97063, -6.19561, -0.20685], [8.38812, -6.70209, -0.51487], [9.40606, -6.02926, 0.46883], [10.72515, -6.02172, -0.30233], [10.48610, -6.18103, -1.79970], [8.95743, -6.24655, -1.90521], [8.65452, -8.19692, -0.37806], [4.48681, -3.88713, 2.06160], [4.59214, -3.95213, 0.36980], [6.04106, -3.79292, 1.27183], [4.21423, -6.35169, 1.13575], [4.91145, -5.95515, 2.63176], [6.25071, -7.54137, 1.21831], [7.28342, -6.23409, 1.89603], [7.03629, -5.11957, -0.36792], [6.35324, -6.50365, -1.05068], [9.44039, -6.56838, 1.41555], [9.08521, -5.01792, 0.71855], [11.39852, -6.78619, 0.08530], [11.17813, -5.04677, -0.12236], [10.92598, -7.09877, -2.19003], [10.74187, -5.25602, -2.31647], [8.60078, -6.91544, -2.68847], [8.50078, -5.28741, -2.14938], [9.70584, -8.41307, -0.18801], [8.20356, -8.66511, -1.25301], [8.09434, -8.59312, 0.46888], [-6.52262, 7.41963, -0.51826], [-5.34428, 7.73436, -1.47897], [-5.75497, 8.01986, -3.00381], [-6.97073, 8.99186, -3.19063], [-7.64657, 9.01641, -4.58835], [-8.67368, 10.14853, -4.53431], [-9.89591, 9.62501, -5.28053], [-9.76119, 8.15627, -5.45566], [-8.47338, 7.71543, -4.74587], [-6.60447, 9.26122, -5.72099], [-6.80505, 8.33315, 0.00502], [-6.35340, 6.67654, 0.26103], [-7.44889, 7.06128, -0.96737], [-4.68444, 6.86800, -1.43276], [-4.70367, 8.54555, -1.13301], [-5.78315, 7.07825, -3.55215], [-4.88932, 8.65032, -3.20694], [-6.60538, 10.00427, -3.01844], [-7.73837, 8.84567, -2.43072], [-8.13102, 10.99540, -4.95435], [-8.98322, 10.29357, -3.49930], [-9.86627, 10.15271, -6.23382], [-10.72965, 9.94886, -4.65756], [-9.52276, 7.97885, -6.50436], [-10.67317, 7.62058, -5.19216], [-7.89246, 7.00947, -5.33937], [-8.75350, 7.30688, -3.77493], [-5.88105, 8.45325, -5.83032], [-6.19883, 10.24410, -5.48120], [-7.19112, 9.44164, -6.62176], [6.02957, 2.75224, -1.59371], [6.07338, 3.53048, -2.91784], [6.94378, 2.80124, -3.96550], [6.86546, 3.68864, -5.23708], [7.48742, 3.07481, -6.50692], [9.08389, 2.88197, -6.36887], [9.26939, 1.37632, -6.74504], [7.99836, 0.70621, -6.40560], [6.89438, 1.62678, -6.72583], [7.09787, 3.98704, -7.62095], [5.43715, 1.83778, -1.62368], [5.67614, 3.38758, -0.78160], [7.06587, 2.54131, -1.32972], [6.35689, 4.56884, -2.74598], [5.04539, 3.61696, -3.26977], [6.46289, 1.83266, -4.10220], [7.91174, 2.64358, -3.48979], [7.45974, 4.58700, -5.07011], [5.86799, 4.06047, -5.47136], [9.48878, 3.62272, -7.05841], [9.32786, 3.26071, -5.37633], [9.62535, 1.08868, -7.73431], [10.08798, 1.14986, -6.06186], [7.87262, -0.23881, -6.93401], [7.91427, 0.47995, -5.34266], [6.64346, 1.60129, -7.78625], [5.94469, 1.51570, -6.20252], [6.01905, 4.10146, -7.51528], [7.33092, 3.66120, -8.63467], [7.63947, 4.93019, -7.54866], [-0.99206, -9.23199, 4.21271], [-1.54657, -7.83821, 3.86559], [-2.18806, -7.78945, 2.39609], [-3.39708, -6.74707, 2.26454], [-4.48170, -6.96610, 0.85841], [-4.78870, -8.73103, 0.52871], [-5.85586, -9.00780, -0.61806], [-5.39399, -10.04365, -1.61575], [-5.18949, -11.40336, -0.89398], [-6.08548, -6.12565, 0.99633], [-6.31900, -4.56072, 0.72065], [-7.80284, -4.18685, 0.98673], [-8.11116, -3.91123, 2.48368], [-3.72043, -6.22838, -0.61733], [-2.49621, -6.89436, -1.27684], [-2.29014, -6.48850, -2.83717], [-3.50744, -6.66854, -3.75005], [-0.33956, -9.64915, 3.44569], [-1.82718, -9.83603, 4.56742], [-0.35637, -9.28589, 5.09650], [-0.88354, -6.97418, 3.90966], [-2.42108, -7.69479, 4.50022], [-2.50831, -8.77318, 2.05286], [-1.47328, -7.49238, 1.62868], [-2.93076, -5.77622, 2.09692], [-4.01279, -6.54474, 3.14093], [-5.03374, -9.30035, 1.42533], [-3.77026, -8.98602, 0.23568], [-6.25980, -8.16705, -1.18203], [-6.77511, -9.43128, -0.21342], [-4.47415, -9.84235, -2.16481], [-6.13867, -10.15801, -2.40345], [-4.95468, -12.24476, -1.54589], [-6.13090, -11.75716, -0.47367], [-4.41841, -11.39630, -0.12359], [-6.40563, -6.41692, 1.99672], [-6.77905, -6.65678, 0.34443], [-6.16948, -4.33024, -0.33416], [-5.59891, -3.90511, 1.21028], [-8.47595, -4.99011, 0.68708], [-7.97922, -3.34122, 0.32198], [-9.15806, -4.05400, 2.75148], [-7.82960, -2.90708, 2.80071], [-7.56682, -4.62095, 3.10665], [-3.34693, -5.24730, -0.32391], [-4.56291, -6.12296, -1.30087], [-2.71636, -7.95461, -1.40142], [-1.56006, -6.75677, -0.73574], [-1.51477, -7.12986, -3.25616], [-1.95269, -5.46147, -2.97656], [-4.13964, -7.46476, -3.35704], [-3.22834, -7.05734, -4.72936], [-4.05922, -5.74253, -3.91173], [-4.92816, 1.86925, -0.11859], [-5.17989, 1.95783, -1.63600], [-3.89431, 1.65972, -2.46237], [-4.12645, 1.85297, -4.01404], [-2.68055, 1.38739, -5.06481], [-1.40292, 0.34942, -4.20923], [-0.24525, -0.15175, -5.00329], [1.01648, -0.43929, -4.11326], [2.24920, -1.20815, -4.73570], [-3.32003, 0.48783, -6.53389], [-2.54586, 0.54792, -7.81559], [-3.23424, -0.03855, -9.06784], [-4.54332, 0.54058, -9.49928], [-1.82375, 2.94517, -5.63910], [-1.25802, 3.79102, -4.47768], [-0.68598, 5.10163, -5.13960], [0.43085, 4.72838, -6.03934], [-4.16539, 2.57709, 0.20584], [-4.61873, 0.85432, 0.13095], [-5.74680, 2.15046, 0.54387], [-5.43850, 2.96568, -1.96075], [-6.00669, 1.28523, -1.86431], [-3.66609, 0.60765, -2.29163], [-3.00989, 2.19664, -2.11940], [-4.37751, 2.89086, -4.23277], [-4.91690, 1.30908, -4.53122], [-1.89079, -0.51400, -3.75693], [-1.04791, 0.96583, -3.38333], [-0.02894, 0.63547, -5.72550], [-0.52044, -0.97214, -5.66611], [0.70166, -1.01288, -3.24149], [1.27312, 0.57762, -3.81641], [2.30319, -1.09287, -5.81824], [2.10741, -2.21529, -4.34369], [3.23270, -0.85471, -4.42603], [-4.31704, 0.90609, -6.67222], [-3.49015, -0.53708, -6.20415], [-1.53687, 0.13587, -7.79972], [-2.39524, 1.58459, -8.11682], [-3.28027, -1.11178, -8.88299], [-2.55915, 0.11835, -9.90911], [-4.54285, 1.59635, -9.77029], [-5.27116, 0.31791, -8.71905], [-4.94856, 0.05051, -10.38456], [-2.59021, 3.46079, -6.21771], [-1.01260, 2.56803, -6.26192], [-0.47915, 3.37207, -3.84054], [-2.03459, 4.06934, -3.76524], [-0.38253, 5.83106, -4.38864], [-1.42786, 5.58591, -5.77458], [1.13657, 5.55424, -6.12885], [0.11745, 4.49044, -7.05583], [0.96570, 3.90747, -5.56170], [-1.17690, 5.24045, 6.67635], [-0.97461, 4.71726, 8.16014], [0.32559, 3.93583, 8.21551], [0.61601, 3.37775, 9.60046], [2.29596, 2.56336, 9.85336], [3.53175, 3.91803, 9.69494], [3.96409, 4.41500, 8.27536], [5.33497, 5.12551, 8.28304], [5.66122, 6.03958, 7.22570], [2.37610, 1.28983, 8.52389], [1.21321, 0.29783, 8.33336], [1.50669, -0.76611, 7.21460], [2.53880, -1.76062, 7.63971], [2.42570, 1.78742, 11.50263], [1.54751, 0.46325, 11.75614], [1.56498, 0.08170, 13.23465], [2.94033, -0.49725, 13.64907], [-0.27172, 5.57512, 6.16966], [-1.88076, 6.06468, 6.56093], [-1.58505, 4.48215, 6.00816], [-1.87700, 4.16608, 8.42469], [-0.87850, 5.50160, 8.91091], [1.03673, 4.72537, 7.97263], [0.29470, 3.20887, 7.40392], [-0.13555, 2.61746, 9.81311], [0.44110, 4.17692, 10.32076], [4.45649, 3.63710, 10.19895], [3.22041, 4.73562, 10.34512], [3.25150, 5.13697, 7.87653], [3.95801, 3.62839, 7.52083], [6.20128, 4.46517, 8.32242], [5.53589, 5.68742, 9.19517], [5.10381, 6.97524, 7.26947], [5.46348, 5.55739, 6.26836], [6.72756, 6.25209, 7.14915], [3.34466, 0.79257, 8.47160], [2.43507, 1.86347, 7.59891], [0.28240, 0.80146, 8.07252], [0.92155, -0.26826, 9.21799], [1.68182, -0.40080, 6.20268], [0.58853, -1.31266, 6.99923], [3.48299, -1.26367, 7.86253], [2.68307, -2.69388, 7.09538], [2.28613, -2.08934, 8.64778], [2.10020, 2.57023, 12.18772], [3.48790, 1.54934, 11.55884], [2.00533, -0.37093, 11.22449], [0.57048, 0.51981, 11.27625], [0.75248, -0.61431, 13.44325], [1.37666, 0.97279, 13.83348], [3.24165, -1.38987, 13.10085], [2.84628, -0.80956, 14.68913], [3.68767, 0.28823, 13.53682]],
  "forces_ev_per_angstrom": [[0.124, 2.160, 0.806], [1.689, -1.007, -2.046], [-1.043, -1.459, -0.639], [0.264, -0.458, -0.169], [-1.392, -1.674, 0.203], [-2.413, -1.257, 2.997], [1.705, 2.734, -1.716], [-0.532, -1.215, -0.170], [-0.060, 4.418, -2.673], [-0.051, -2.541, 1.203], [1.855, 4.959, 1.826], [0.336, -3.963, 1.462], [-0.551, -0.849, -1.267], [-1.266, 0.764, 0.528], [1.840, 0.554, -0.168], [-1.170, -1.275, -1.200], [0.421, 0.601, -0.792], [1.882, 0.601, 0.793], [-0.363, -0.205, -0.743], [0.718, 0.409, 0.848], [-1.586, 0.084, 0.425], [-1.081, -0.341, 0.225], [-1.589, 0.224, 0.097], [0.120, 0.428, 0.015], [-0.039, -0.594, -0.350], [0.307, -0.488, 0.306], [0.304, 0.022, -0.549], [0.301, -0.054, 0.046], [0.458, -0.250, 0.544], [-0.461, 0.115, 0.325], [0.288, 0.140, 0.118], [-0.310, -0.606, 0.351], [-0.043, -0.248, -0.261], [-0.323, -0.033, -0.379], [0.046, 0.127, -0.065], [0.282, -0.207, 0.155], [0.218, 0.434, -0.197], [0.614, -0.524, -0.278], [-0.057, -0.282, 0.291], [0.093, 0.159, 0.433], [-0.110, 0.204, -0.539], [0.558, -0.166, -0.082], [0.066, 0.288, 0.152], [-0.196, 0.765, 0.289], [-1.312, -0.939, -0.234], [0.448, 1.131, 1.627], [0.930, -0.382, -0.091], [0.654, -1.170, 1.588], [0.581, -0.994, -0.054], [0.380, 2.360, 0.060], [0.887, -0.916, -1.190], [-0.383, 0.657, -0.069], [-1.814, 0.608, 0.887], [-0.104, 0.020, 0.112], [0.643, 0.078, -0.086], [0.109, 0.007, -0.618], [0.093, -0.043, -0.561], [-0.436, 0.172, 0.199], [-0.174, 0.248, -0.179], [0.145, -0.538, -1.292], [0.017, 0.068, -0.159], [-0.243, -0.302, -0.381], [-0.598, 0.276, 0.205], [0.652, 0.197, 0.020], [-0.808, -0.154, -0.050], [-0.344, -0.160, -0.588], [-0.670, -0.162, -0.184], [0.371, -0.217, 0.098], [-0.037, -0.011, 0.285], [0.676, 0.145, 0.163], [-0.214, 0.191, 0.266], [0.584, -0.340, 0.086], [0.067, -0.452, -0.141], [0.704, 0.796, 0.040], [-0.768, -0.507, 0.447], [-1.490, 1.152, 0.035], [1.891, -0.522, 0.292], [-0.211, -0.773, 0.594], [-2.423, 0.311, -1.702], [1.997, 1.529, 1.248], [-0.745, -1.607, 1.269], [-0.317, 2.126, -1.459], [0.032, 0.218, -0.236], [0.102, 0.033, -0.132], [-0.288, -0.083, -0.085], [0.008, -0.428, 0.187], [0.508, -0.073, 0.003], [-0.118, -0.082, -0.337], [0.166, -0.108, -0.203], [0.308, 0.145, -0.630], [0.024, 0.107, 0.102], [-0.112, -0.590, 0.037], [0.176, -0.322, -0.155], [0.096, -0.840, 0.119], [-0.133, 0.866, -0.188], [0.018, -0.902, -0.103], [0.026, 0.009, -0.001], [0.347, -0.127, 0.130], [0.097, -0.010, -0.080], [0.313, 0.090, 0.302], [0.135, 0.344, -0.344], [0.081, -0.755, 0.275], [-0.313, 0.111, 0.506], [0.425, 0.556, 0.597], [-1.291, -0.311, -1.652], [-0.671, 0.322, 0.472], [1.188, 0.061, 0.211], [-0.561, 0.058, -0.938], [-0.711, 0.770, -0.846], [0.267, -0.084, 0.047], [0.588, -1.729, 0.091], [-0.539, -0.354, -0.511], [-0.161, 1.152, 0.302], [-0.189, -1.291, -0.216], [0.500, 0.053, 0.997], [0.159, 0.032, -0.367], [0.996, 0.009, 0.004], [-0.758, -0.367, -2.474], [-0.110, 0.094, 0.762], [-0.066, -0.512, 0.256], [-0.582, -0.307, -0.289], [0.003, -0.484, -0.881], [0.142, 0.760, 0.161], [0.183, -0.259, 0.437], [0.294, 0.408, 0.364], [-0.160, -0.187, 0.477], [0.303, 0.104, 0.190], [0.005, 0.258, -0.091], [0.026, -0.674, 0.309], [0.074, 0.226, 0.094], [-0.065, -0.678, -0.285], [0.619, 0.667, 0.225], [0.129, 0.036, 0.630], [0.209, 0.606, 0.199], [-0.210, -0.028, 0.128], [0.362, 0.327, -0.408], [-0.084, 0.324, 0.452], [-0.068, 0.205, 0.065], [-0.241, 0.316, 0.293], [0.178, -0.120, -0.186], [0.251, -0.517, -0.221], [-0.163, -0.137, 0.550], [0.208, -0.111, -0.381], [-0.442, 0.155, 0.330], [-0.050, 0.093, -0.299], [0.106, -0.023, -0.079], [0.142, -0.024, 0.052], [-0.616, 0.376, 0.156], [0.143, 0.098, -0.266], [0.290, -0.273, 0.403], [-0.203, 0.018, 0.099], [0.240, -0.006, 0.439], [0.246, 0.077, 0.416], [-0.440, 0.162, 0.117], [0.240, 0.260, -0.046], [-0.218, -0.172, 0.188], [0.382, 0.436, -0.116], [0.786, 0.677, 0.211], [-1.241, -1.368, -0.702], [1.006, -0.111, 0.374], [1.085, 0.469, -0.445], [-1.341, 0.094, 0.955], [1.270, -0.080, -1.462], [-0.071, 0.493, -0.757], [-1.189, 0.743, 0.362], [-0.379, 0.008, 0.896], [0.386, 1.119, -1.710], [0.981, -0.442, 0.035], [-1.159, -0.361, 0.327], [-0.102, -1.804, 1.459], [-0.599, 1.830, -0.641], [-1.097, -0.480, 0.616], [1.446, 0.288, -0.314], [0.455, -0.183, -0.210], [0.081, 0.040, 0.161], [-0.503, -0.278, -0.492], [-0.540, 0.170, 0.363], [0.145, -0.026, -0.479], [0.210, -0.180, -0.051], [-0.224, 0.408, -0.021], [0.318, 0.242, -0.047], [-0.395, -0.457, 0.827], [-0.386, 0.127, 0.221], [-0.009, 0.115, 0.176], [0.706, 0.126, -0.120], [-0.119, -0.397, 0.309], [-0.063, 0.281, 0.156], [0.398, -0.133, 0.504], [-0.401, -0.583, -0.093], [0.453, -0.258, -0.848], [-0.237, 0.212, 0.599], [-0.139, 0.087, -0.189], [0.012, -0.216, 0.082], [-0.061, -0.250, 0.511], [0.106, 0.414, 0.405], [-0.366, -0.188, -0.385], [0.419, -0.232, 0.165], [0.239, 0.127, 0.420], [-0.399, 0.474, 0.007], [0.266, -0.238, -0.028], [0.258, 0.266, -0.127], [-0.127, 0.290, -0.334], [0.140, -0.551, -0.467], [-0.322, -0.018, -0.082], [0.003, -0.199, 0.131], [-0.476, 0.056, 0.366], [0.068, -0.001, -0.107], [0.032, -0.303, 0.112], [0.321, -0.237, -0.409], [-0.184, 0.079, 0.448], [-0.533, 0.558, -1.302], [0.016, 0.510, -0.316], [0.356, -0.898, 0.071], [-1.528, 0.356, -0.696], [0.907, -0.290, -0.444], [-0.048, 0.648, -0.008], [0.827, -1.341, 2.787], [-0.039, 1.310, -3.030], [0.249, 0.394, -0.534], [-0.319, -0.663, -0.778], [-0.994, -0.064, -0.326], [0.754, -0.126, 1.683], [-1.095, -0.885, -0.836], [1.044, 0.593, -0.672], [0.354, 0.022, -0.239], [-0.987, 0.229, 0.250], [0.328, 0.007, 0.394], [-0.037, 0.086, 0.518], [0.042, -0.449, 0.301], [0.145, -0.349, 0.120], [-0.228, 0.436, -0.277], [0.511, -0.374, -0.195], [0.394, -0.280, 0.156], [0.011, -0.217, 0.215], [0.394, -0.042, 0.279], [0.076, -0.648, 0.044], [-0.544, 0.150, -0.208], [-0.235, 0.063, 0.211], [0.160, -0.286, 0.178], [-0.392, -1.014, 0.050], [-0.747, -0.044, 0.607], [0.022, 0.049, -0.137], [-0.285, 0.190, -0.374], [-0.022, 0.212, 0.455], [0.090, -0.161, 0.714], [-0.230, 0.384, -0.122], [0.153, 0.407, -0.179], [0.492, 0.031, 0.172], [0.523, 0.828, 0.185], [-0.387, -0.015, 0.533], [0.422, -0.167, -0.630], [-0.033, 0.449, -0.513], [-0.347, -0.279, 0.178], [0.388, -0.019, 0.314], [0.032, 0.145, 0.540], [0.327, 0.055, -0.194], [-0.265, 0.476, 0.489], [0.077, -0.093, -0.029], [-0.114, 0.003, 0.142], [-0.120, 0.118, -0.284], [0.384, 0.208, 0.075], [0.222, -0.228, 0.221]],
  "molar_mass_g_mol": 1391.96,
  "charge": 5,
  "homo_ev": -15.34,
  "gap_ev": 8.26
}